1.
A molecular structure, C10H16Cl4O5W in a non-equilibrium geometry. Source: the OMol25 dataset; level of theory: ωB97M-V/def2-TZVPD.

The expectation value of S² is 2.017. Its charge is -2. The HOMO-LUMO gap (alpha / beta) is 6.204 / 6.336 eV. The total energy comes out at -2674.56606 a.u. The energy relative to the best compared isomer or geometry (same formula, charge and spin) is 0.000 eV. The multiplicity is 3.

Cartesian coordinates (Å):
C -0.38017 0.88650 -1.93415
C -1.33448 -0.16289 -1.69639
C -0.62072 -1.38323 -1.44413
C -2.81544 -0.03197 -1.74805
C 0.78076 -1.11521 -1.51096
C 0.95867 0.29689 -1.82284
C 2.19600 1.02559 -1.72084
C -0.71762 2.27564 -2.34748
C -1.24439 -2.73086 -1.29540
C 1.85636 -2.13890 -1.36752
W -0.09472 0.16138 0.08805
Cl -1.22553 -1.56085 1.62888
Cl -1.58123 1.70265 1.01365
Cl 1.92405 -0.13415 1.24653
H -3.14282 0.90557 -1.29369
H -3.28639 -0.84969 -1.19782
H -3.16768 -0.05789 -2.78463
H -2.23999 -2.66128 -0.85114
H -0.63057 -3.37196 -0.65799
H -1.34156 -3.20752 -2.27800
H 1.54799 -2.91543 -0.65870
H 2.79513 -1.70599 -1.01330
H 2.05865 -2.62501 -2.33107
H 3.08214 0.42048 -1.52609
H 1.98028 2.05555 -0.43811
H 2.29811 1.80756 -2.47391
H -1.77767 2.48712 -2.18240
H -0.52897 2.40701 -3.41802
H -0.11442 3.00066 -1.79252
O 1.20335 2.54147 0.02091
H 1.36606 2.51341 0.99331
O -0.52364 -0.41632 6.65285
Cl 0.43922 0.43275 7.35928
O -0.27492 1.31338 8.28716
O 1.37648 -0.40916 8.10700
O 1.17967 1.24468 6.38753


2.
A molecular structure, C26H25ClGdN2PSe in a non-equilibrium geometry. Source: the OMol25 dataset; level of theory: ωB97M-V/def2-TZVPD.

The expectation value of S² is 16.083. Its charge is +2. The HOMO-LUMO gap (alpha / beta) is 7.449 / 5.102 eV. The total energy comes out at -5083.41407 a.u. The multiplicity is 8.

Cartesian coordinates (Å):
Gd 1.07099 -0.48599 0.81374
Cl 3.49788 -0.33035 1.18868
P 0.06467 0.04300 -1.72947
C -0.64746 1.58831 -2.39684
C -1.84596 1.59931 -3.13067
C -2.28066 2.77749 -3.74724
C -1.58363 3.97608 -3.55576
C -0.44957 3.99224 -2.73090
C 0.00163 2.81435 -2.13067
C 1.70185 -0.19176 -2.58469
C 2.43689 -1.36879 -2.33157
C 3.68591 -1.54978 -2.93395
C 4.21949 -0.56729 -3.77520
C 3.49817 0.60826 -4.01086
C 2.24573 0.79647 -3.41909
C -0.91688 -1.27175 -2.53465
C -1.61799 -2.23371 -1.77897
C -2.34831 -3.22280 -2.44300
C -2.38131 -3.26742 -3.84468
C -1.66035 -2.32563 -4.58802
C -0.91023 -1.34259 -3.93427
H 2.02996 -2.15143 -1.67174
H 4.24540 -2.46817 -2.74192
H 5.19578 -0.71419 -4.24279
H 3.90929 1.38521 -4.65792
H 1.69905 1.72504 -3.58443
H -2.43967 0.68838 -3.22752
H -3.16930 2.75878 -4.38052
H -1.92639 4.89732 -4.03560
H 0.08829 4.92655 -2.55932
H 0.86509 2.83479 -1.45754
H -1.57536 -2.20412 -0.68155
H -2.89521 -3.96769 -1.86042
H -2.96030 -4.04401 -4.35113
H -1.67415 -2.35779 -5.67736
H -0.31700 -0.63494 -4.51648
H -3.63597 1.23139 0.60707
H -3.82545 0.55063 0.38605
C -2.03242 0.87877 4.26221
N -0.67675 0.37457 4.41784
C 0.32874 0.64424 3.54438
Se 0.11499 1.75259 2.00862
N 1.46901 0.09324 4.10826
C 1.17330 -0.45321 5.36451
C 1.99463 -0.93039 6.38009
C 1.36532 -1.28576 7.58371
C -0.02664 -1.15942 7.75043
C -0.83772 -0.66706 6.71936
C -0.18750 -0.31083 5.54176
H -2.60499 0.55253 5.13175
H -2.48029 0.49336 3.33940
H -2.03893 1.97407 4.22171
H 2.41492 0.23248 3.74682
H 3.07018 -0.99847 6.22861
H 1.95521 -1.66628 8.41776
H -0.47498 -1.45315 8.69620
H -1.92099 -0.56464 6.78782


3.
A molecular structure, C15H22MoN2O5Te in a non-equilibrium geometry. Source: the OMol25 dataset; level of theory: ωB97M-V/def2-TZVPD.

Its charge is +2. The HOMO-LUMO gap (alpha / beta) is 6.736 / 6.741 eV. The total energy comes out at -1406.16103 a.u. The energy relative to the best compared isomer or geometry (same formula, charge and spin) is 0.000 eV.

Cartesian coordinates (Å):
Mo 0.04128 0.66480 -1.38571
O -0.54570 1.29738 0.80803
C 0.38397 2.23408 1.38948
C 0.74044 3.28292 0.36537
N 1.22764 2.68820 -0.91487
C 0.85266 3.57661 -2.03184
C -0.64453 3.42505 -2.20382
O -1.44503 4.22927 -2.50521
O -1.01513 2.09630 -1.89499
C 2.64174 2.29730 -0.85792
C 2.73198 0.95072 -0.17188
O 3.56953 0.52915 0.54262
O 1.59233 0.19727 -0.47866
H -1.44974 1.64008 0.86334
H 1.24251 1.64433 1.71180
H -0.04883 2.69399 2.27777
H 1.48609 3.98293 0.75303
H -0.15510 3.86550 0.13848
H 1.35395 3.24542 -2.94457
H 1.09076 4.62522 -1.84357
H 3.26348 3.02004 -0.32516
H 3.01788 2.18334 -1.87824
C 0.25003 -1.75619 2.41770
N 0.24737 -2.97795 1.55855
C 1.44236 -3.84131 1.82680
C 0.14285 -2.63218 0.08819
C -1.20405 -2.05629 -0.26076
C -2.31021 -2.87275 -0.02570
C -3.59633 -2.47762 -0.35128
C -3.78719 -1.24804 -0.95871
C -2.69879 -0.43364 -1.23721
C -1.39649 -0.81096 -0.87978
H 0.24130 -2.06890 3.45817
H -0.63183 -1.16957 2.17816
H 1.15794 -1.20080 2.19029
H -0.58975 -3.51455 1.80410
H 2.32912 -3.27695 1.54841
H 1.35760 -4.74197 1.22573
H 1.45980 -4.08514 2.88519
H 0.31757 -3.56956 -0.44195
H 0.97849 -1.96203 -0.11230
H -2.16676 -3.86898 0.38332
H -4.43208 -3.13503 -0.16033
H -4.78023 -0.92367 -1.23778
H -2.88239 0.51174 -1.73655
Te 0.61950 -0.25752 -3.57577